Record 1
Computed, not measured: one molecule with the formula C3H5NOS, with ωB97M-V/def2-TZVPD.

Positions of all 11 atoms, in Å:
C  2.945  1.035  0.035
C  -0.648  -0.079  -0.533
C  0.629  -0.340  0.272
N  3.372  1.931  0.637
O  3.418  -1.339  0.439
S  2.098  -0.248  -0.751
H  -0.633  0.884  -1.165
H  -0.642  -0.861  -1.293
H  -1.594  -0.099  0.076
H  0.789  -1.351  0.798
H  0.913  0.439  1.118

Computed properties:
Kohn-Sham gap (alpha / beta)	8.816 / 8.693	eV
HOMO level (alpha / beta)	-10.08 / -9.95	eV
total energy	-17559.3518	eV
net charge	0
LUMO energy (alpha / beta)	-1.264 / -1.259	eV
ΔE to the lowest compared entry with this formula, charge and spin	136.4	kcal/mol

Record 2
Computed, not measured: one molecule with the formula C3H5NOS, with ωB97M-V/def2-TZVPD.

Positions of all 11 atoms, in Å:
C  0.042  1.257  -0.021
C  0.073  -0.179  -0.012
C  1.299  -0.919  0.114
H  -0.854  1.970  -0.592
H  0.062  1.734  1.177
H  1.238  1.461  -0.427
H  1.047  -1.957  0.198
H  -2.675  -1.298  -0.215
N  -0.868  -1.080  0.007
O  -2.163  -0.554  -0.121
S  2.799  -0.434  -0.108

Computed properties:
Kohn-Sham gap	8.189	eV
HOMO level	-8.94	eV
total energy	-17560.8619	eV
net charge	0
LUMO energy	-0.754	eV
ΔE to the lowest compared entry with this formula, charge and spin	101.6	kcal/mol

Record 3
Computed, not measured: one molecule with the formula C3H5NOS, with ωB97M-V/def2-TZVPD.

Positions of all 11 atoms, in Å:
C  -1.660  -0.741  -0.280
C  0.633  -0.829  0.117
C  0.406  0.713  0.404
N  -0.593  -1.406  -0.292
O  1.035  1.430  -0.685
S  -1.617  0.890  0.172
H  -2.550  -1.354  -0.403
H  1.483  -0.739  -0.581
H  1.003  -1.482  0.915
H  0.700  1.124  1.290
H  1.160  2.394  -0.656

Computed properties:
Kohn-Sham gap	9.501	eV
HOMO level	-8.90	eV
total energy	-17563.2751	eV
net charge	0
LUMO energy	0.599	eV
ΔE to the lowest compared entry with this formula, charge and spin	45.9	kcal/mol

Record 4
Computed, not measured: a 2-piece molecular cluster, C3H5NOS overall, with ωB97M-V/def2-TZVPD.

Positions of all 11 atoms, in Å:
C  2.847  -0.604  -0.055
C  -0.182  0.379  -0.981
C  -1.689  -0.038  0.664
N  -0.940  -0.462  -0.416
O  3.025  -1.530  -0.729
S  2.423  0.549  0.891
H  0.568  -0.171  -1.574
H  -0.153  1.465  -0.676
H  -2.337  0.923  0.442
H  -2.551  -0.708  0.857
H  -1.013  0.198  1.576

Computed properties:
Kohn-Sham gap	10.094	eV
HOMO level	-9.56	eV
total energy	-17563.5648	eV
net charge	0
LUMO energy	0.531	eV
ΔE to the lowest compared entry with this formula, charge and spin	39.3	kcal/mol

Record 5
Computed, not measured: a 2-piece molecular cluster, C3H5NOS overall, with ωB97M-V/def2-TZVPD.

Positions of all 11 atoms, in Å:
C  -1.044  0.943  1.607
C  -1.955  0.867  0.802
C  1.080  -0.512  -1.294
N  1.236  -0.438  -0.010
O  -0.078  -0.641  -1.877
S  2.507  -0.431  1.067
H  -0.345  0.918  2.374
H  -2.731  0.954  0.072
H  1.885  -0.668  -1.883
H  0.258  -0.227  0.356
H  -0.813  -0.765  -1.214

Computed properties:
Kohn-Sham gap	7.744	eV
HOMO level	-7.49	eV
total energy	-17560.8628	eV
net charge	0
LUMO energy	0.249	eV
ΔE to the lowest compared entry with this formula, charge and spin	101.6	kcal/mol

Record 6
Computed, not measured: one molecule with the formula C3H5NOS, with ωB97M-V/def2-TZVPD.

Positions of all 11 atoms, in Å:
C  0.585  -0.896  -0.353
C  -1.660  0.112  0.026
C  -0.250  -0.182  0.397
N  1.960  1.716  -0.036
O  2.757  0.883  0.031
S  2.263  -1.086  0.060
H  0.306  -1.363  -1.284
H  -1.845  1.184  0.104
H  -2.342  -0.391  0.713
H  -1.874  -0.216  -0.989
H  0.100  0.239  1.329

Computed properties:
Kohn-Sham gap (alpha / beta)	7.731 / 7.879	eV
HOMO level (alpha / beta)	-8.21 / -8.40	eV
total energy	-17560.4037	eV
net charge	0
LUMO energy (alpha / beta)	-0.483 / -0.523	eV
ΔE to the lowest compared entry with this formula, charge and spin	112.2	kcal/mol

> The highest ΔE to the lowest compared entry with this formula, charge and spin belongs to which entry?

number 1

> Which value of total energy does entry 5 give?

-17560.8628 eV

> What is the total energy in the fourth record?

-17563.5648 eV